No. 1
ORCA calculation (ωB97M-V with the def2-TZVPD basis set) on 9 unconnected molecules or ions with the total composition H17O9 at a distorted geometry.

```
! RIJCOSX wB97M-V def2-TZVPD def2/J DEFGRID3
* xyz -1 1
O -1.4338 0.3459 2.9832
H 1.4713 -1.0582 1.4374
H 1.3524 -2.1135 -0.4964
O -3.2093 -1.6687 -1.1610
H -3.2425 -2.2545 -0.3952
O -1.3537 -1.2256 0.5619
H -0.9651 -0.8351 1.3602
H -0.5981 -1.2515 -0.0800
O -1.4556 2.4391 -1.6043
H 0.9145 1.2535 0.5908
H -0.8688 1.7023 -1.4359
O 1.1210 -1.1916 -0.6180
H -0.6960 -0.2560 3.0024
H -2.2368 2.0428 -2.0323
O 0.5729 1.6440 1.4143
H 2.4280 0.9594 -1.6819
H 1.2548 2.3320 1.4011
O 1.8539 -0.6709 2.2459
H 1.7728 0.2740 2.0250
H -3.1020 -0.8128 -0.7314
O 1.4371 -0.6794 -2.9870
H 0.5797 -0.4660 -3.3708
H 1.4492 -1.0647 -1.9238
O 2.1819 1.1297 -0.7600
H 1.8708 0.2021 -0.4742
H -1.0985 1.2239 2.7301
*
```

Values from the calculation:
* LUMO: 3.32 eV
* DFT total energy: -18705.443 eV

***

No. 2
ORCA calculation (ωB97M-V with the def2-TZVPD basis set) on a molecular structure, C37H46N4ORhS2Sb at a distorted geometry.

```
! RIJCOSX wB97M-V def2-TZVPD def2/J DEFGRID3
* xyz 0 1
Rh -0.4162 0.5362 0.3619
C 3.9497 0.9208 0.6582
C 2.5320 0.7574 1.1309
N 1.5786 0.5971 0.1622
N 2.0420 0.5121 -1.0621
C 1.2475 0.5725 -2.0852
S -0.4598 0.9123 -1.9375
S 1.9814 0.3898 -3.6608
C 2.1512 2.1845 -4.0974
C 3.2962 2.8040 -3.3723
C 4.5477 2.8809 -3.9766
C 5.6101 3.4733 -3.3200
C 5.4410 3.9791 -2.0420
C 4.2087 3.8764 -1.4202
C 3.1404 3.2974 -2.0805
C 2.2406 0.7785 2.5126
C 3.2697 0.8508 3.4821
C 3.0110 0.9784 4.8308
C 1.7021 1.0468 5.3055
C 0.6621 0.9249 4.4122
C 0.8867 0.7350 3.0344
O -0.1440 0.4510 2.3236
H 3.9396 1.1659 -0.3995
H 4.5132 -0.0064 0.7781
H 4.4671 1.7131 1.1942
H 1.1936 2.6392 -3.8396
H 2.3022 2.1937 -5.1766
H 4.6824 2.4852 -4.9734
H 6.5714 3.5460 -3.8068
H 6.2660 4.4533 -1.5315
H 4.0739 4.2531 -0.4176
H 2.1771 3.2324 -1.5951
H 4.2998 0.7848 3.1703
H 3.8370 1.0231 5.5267
H 1.5055 1.1529 6.3611
H -0.3673 0.9219 4.7397
C -2.4349 -1.8190 3.7793
C -2.1054 -2.0370 2.3023
C -3.3002 -1.7138 1.4477
C -4.3218 -2.6528 1.3923
C -5.5064 -2.3867 0.7387
C -5.6716 -1.1677 0.1103
C -4.6688 -0.2114 0.1119
C -4.8675 1.0121 -0.7419
C -4.3143 0.7355 -2.1401
C -3.4653 -0.4852 0.7908
N -2.4763 0.5195 0.8339
C -2.8463 1.6524 1.3727
C -2.0581 2.8081 1.3573
C -2.3162 4.1008 1.8769
C -1.2163 4.8654 1.5697
C -0.3249 4.0197 0.8700
N -0.8308 2.8094 0.7410
H -1.5694 -2.0530 4.3941
H -3.2659 -2.4479 4.0914
H -2.7125 -0.7835 3.9561
H -1.8281 -3.0846 2.1514
H -1.2542 -1.4065 2.0404
H -4.1816 -3.5985 1.8940
H -6.2944 -3.1231 0.7249
H -6.5974 -0.9452 -0.3960
H -4.3720 1.8924 -0.3351
H -5.9335 1.2372 -0.8072
H -3.2411 0.5637 -2.0832
H -4.5039 1.5858 -2.7912
H -4.7781 -0.1537 -2.5622
H -3.8229 1.7101 1.8550
H -3.2009 4.4012 2.4038
H -1.0510 5.9005 1.8050
H 0.6414 4.2735 0.4723
C -1.6868 -4.9259 -0.6102
C -0.2659 -4.5233 -0.2873
Sb 0.1468 -2.3886 -0.6662
C 0.2131 -2.6636 -2.8392
C -1.0985 -2.3569 -3.5375
C 2.3351 -2.4950 -0.4727
C 2.9518 -3.8176 -0.8818
H -1.8494 -5.9656 -0.3301
H -1.8823 -4.8385 -1.6759
H -2.4072 -4.3120 -0.0738
H 0.4285 -5.0842 -0.9042
H -0.0340 -4.7238 0.7558
H 0.5083 -3.7010 -2.9941
H 1.0022 -2.0235 -3.2337
H -1.9094 -2.9846 -3.1669
H -0.9875 -2.5244 -4.6098
H -1.3797 -1.3160 -3.3781
H 2.5915 -2.2556 0.5604
H 2.7164 -1.6979 -1.1120
H 2.6796 -4.6109 -0.1889
H 4.0379 -3.7289 -0.8825
H 2.6386 -4.0994 -1.8861
*
```

Values from the calculation:
* LUMO (alpha / beta): -1.22 / -1.22 eV
* DFT total energy: -78339.012 eV

***

Going through the records in order, we get energy above the lowest of the compared OMol25 structures with the same formula, charge and spin values of 1.0825 1.5247 eV.